12
Properties=species:S:1:pos:R:3 method="wB97M-V/def2-TZVPD" total_charge=0 e_above_lowest_kcal_mol=92.8 gap_ev=9.41 smiles="C=N/N=C(/C)C#N"
C -1.34371 -1.18611 -0.14347
C 2.52241 -1.00916 -0.14036
C -0.72030 0.08179 0.02726
C -1.55226 1.33994 0.16465
N -1.84512 -2.20801 -0.27724
N 1.49904 -0.57092 0.45571
N 0.54764 0.16780 0.23008
H 3.50701 -1.28636 0.33268
H 2.69933 -0.54571 -1.17707
H -1.46473 2.05165 -0.60068
H -1.29133 1.98123 0.97042
H -2.55800 1.18386 0.15801